Record 1
19
Properties=species:S:1:pos:R:3:forces:R:3 method="wB97M-V/def2-TZVPD" charge=+1 total_energy_ha=-1978.497470 lumo_ev="-5.13 / -6.47" gap_ev="9.7 / 8.3" de_lowest_ev=3.0575 multiplicity=4
C 1.05906 0.25784 1.56439 0.610 0.848 -0.040
O -0.15518 0.07677 0.81725 -3.809 -0.347 -2.708
C 1.48819 1.70297 1.65450 0.158 0.183 0.064
H 0.84025 -0.14271 2.56161 -0.159 0.081 -0.273
H 1.84440 -0.37634 1.13013 -0.132 0.177 -0.105
H 2.39794 1.76048 2.26646 -0.212 0.056 -0.144
H 1.71528 2.12982 0.66841 -0.059 -0.128 0.215
H 0.71041 2.30806 2.13738 0.190 -0.149 -0.127
C -0.97376 0.75251 -0.42808 0.256 0.332 0.435
O -1.34865 -1.32534 -1.12929 1.585 -2.317 0.720
C -0.07502 -1.45841 -0.87463 -4.669 0.526 -1.848
C 0.64153 -0.39126 -1.67490 1.167 -0.314 1.363
O -0.10301 0.81006 -1.45111 -0.439 0.225 0.164
O -2.16022 0.99288 -0.53099 3.695 -0.533 1.877
F -5.00453 -2.19837 -1.09994 0.852 0.415 -0.041
H 0.25740 -2.39317 -0.40766 0.394 0.564 0.129
H 1.68659 -0.31672 -1.34405 -0.243 0.350 -0.224
H 0.59544 -0.63329 -2.74502 -0.033 0.053 0.293
Co -3.41614 -1.55579 -1.11446 0.846 -0.020 0.250

Record 2
112
Properties=species:S:1:pos:R:3:forces:R:3 method="wB97M-V/def2-TZVPD" charge=+3 total_energy_ha=-5948.238236 lumo_ev="-6.95 / -10.98" gap_ev="7.5 / 5.3" de_lowest_ev=0.1799 multiplicity=5
Pd 0.93804 -0.66951 -0.00610 0.416 0.100 -0.166
C 0.02807 1.30834 5.12781 -0.052 -0.047 0.074
C 0.67450 0.14561 4.36108 0.086 -0.189 -0.222
C 1.83501 -0.43753 5.17526 -0.054 -0.030 0.053
C -0.36529 -0.96207 4.13084 -0.020 -0.021 0.098
P 1.28737 0.71738 2.66608 -0.188 0.420 0.384
C -0.03368 1.89376 2.11088 -0.082 -0.255 -0.080
N -1.11486 1.08053 1.56653 -0.081 0.044 -0.075
B -0.86753 -0.19872 0.87952 -0.090 0.338 -0.008
N -2.19645 -0.70900 0.58719 0.056 -0.067 0.139
C -2.48248 -1.93710 -0.13794 0.109 0.106 -0.028
P -0.92931 -2.69415 -0.83905 -0.175 -0.056 0.145
C -0.54803 -4.11704 0.31803 0.060 0.116 -0.121
C 0.81762 -4.72121 -0.05401 -0.024 -0.108 0.142
C -1.62726 -5.20494 0.26019 0.023 -0.127 0.092
C -0.49731 -3.53306 1.73790 -0.046 -0.173 0.006
C -1.37859 -3.28387 -2.57360 0.169 0.092 0.158
C -2.76549 -3.93956 -2.60623 -0.026 -0.058 -0.090
C -1.37680 -2.07644 -3.51672 -0.040 -0.038 -0.109
C -0.30410 -4.27590 -3.03243 -0.033 -0.047 -0.122
C -3.12168 0.20155 0.96835 0.081 0.104 0.104
C -4.51406 0.18884 0.85322 -0.014 -0.059 -0.020
C -5.18971 1.27968 1.32625 -0.016 0.202 0.100
C -4.51347 2.40742 1.91901 -0.159 -0.119 -0.059
C -3.15662 2.44849 2.04945 0.061 0.003 0.020
C -2.43446 1.33906 1.57577 -0.008 -0.117 0.025
C 2.88953 1.69280 2.67043 -0.018 -0.155 -0.059
C 2.74106 2.95629 3.52830 0.084 0.041 0.075
C 4.06122 0.83820 3.17167 0.028 -0.002 -0.070
C 3.17005 2.07689 1.21080 0.036 0.060 0.030
H -0.07856 0.99492 6.17031 -0.020 0.009 -0.056
H -0.97553 1.53476 4.76106 0.051 0.001 -0.002
H 0.62622 2.21877 5.12641 -0.006 -0.017 0.010
H 1.41578 -0.96873 6.03329 -0.001 0.029 -0.034
H 2.48936 0.33817 5.56730 0.008 0.001 0.005
H 2.43519 -1.15856 4.61357 -0.035 0.030 0.018
H -0.81792 -1.21594 5.09439 0.052 0.022 -0.058
H 0.09533 -1.86856 3.73395 -0.020 0.093 0.051
H -1.17354 -0.65429 3.46288 0.030 -0.028 0.068
H 0.38386 2.55889 1.35868 0.026 0.077 -0.143
H -0.37906 2.49329 2.94927 -0.018 0.051 0.033
H -3.17905 -1.74182 -0.95315 -0.008 0.058 -0.049
H -2.94040 -2.67420 0.52115 -0.121 -0.038 0.033
H 0.76204 -5.37649 -0.91929 0.016 0.035 0.109
H 1.17998 -5.32754 0.78124 -0.017 0.059 -0.034
H 1.56143 -3.95813 -0.28329 0.041 0.029 -0.025
H -1.58728 -5.77962 -0.66416 0.001 0.040 0.058
H -2.63989 -4.81679 0.39355 0.060 -0.030 0.001
H -1.44099 -5.90401 1.08183 -0.010 0.037 -0.049
H 0.12358 -2.64123 1.79171 0.047 0.005 -0.017
H -0.07739 -4.28836 2.40857 -0.066 0.016 -0.026
H -1.49091 -3.28236 2.12185 0.073 0.015 -0.061
H -3.56358 -3.27124 -2.27835 0.032 -0.032 -0.036
H -2.82049 -4.86267 -2.03477 -0.007 0.065 -0.032
H -2.97617 -4.19101 -3.64962 -0.008 0.003 0.028
H -2.23646 -1.42610 -3.35809 0.024 -0.044 -0.030
H -1.44484 -2.45081 -4.54188 -0.010 0.024 0.052
H -0.46343 -1.48105 -3.43874 -0.034 -0.037 0.004
H -0.35556 -5.22123 -2.49468 -0.030 0.064 -0.082
H 0.70807 -3.86956 -2.94720 -0.070 -0.025 0.000
H -0.48033 -4.50059 -4.08737 0.009 0.020 0.044
H -5.03843 -0.65253 0.41907 0.017 0.024 0.012
H -6.27048 1.30208 1.26145 0.036 0.047 0.021
H -5.10873 3.23956 2.27303 -0.021 -0.046 -0.029
H -2.65839 3.30027 2.49691 -0.023 -0.062 -0.039
H 2.71168 2.72801 4.59502 -0.013 0.010 -0.064
H 1.86300 3.55321 3.26519 0.074 -0.047 -0.005
H 3.62179 3.58444 3.35543 -0.064 -0.051 0.018
H 3.97765 0.55030 4.21232 0.006 -0.007 0.027
H 4.96890 1.43769 3.07561 -0.017 -0.016 -0.008
H 4.21161 -0.06141 2.56732 -0.027 0.073 0.022
H 2.58347 2.93615 0.89716 -0.068 0.022 -0.070
H 2.98603 1.25308 0.51428 0.007 -0.060 -0.031
H 4.22476 2.34743 1.11213 -0.075 0.019 0.041
F 2.59916 -0.69362 -7.01885 0.039 -0.034 -0.077
C 2.19221 -0.23392 -5.86263 0.018 0.002 -0.153
C 1.50825 0.96354 -5.78591 -0.016 0.049 -0.171
F 1.27073 1.65693 -6.87582 -0.012 0.030 -0.042
C 1.07442 1.43159 -4.55762 -0.060 0.073 0.086
F 0.44818 2.60017 -4.55524 -0.040 0.053 0.089
C 1.28589 0.73416 -3.37397 -0.003 0.043 0.085
P 0.61515 1.36064 -1.78414 -0.120 -0.171 -0.121
C 1.49479 2.92891 -1.56027 -0.015 -0.102 0.067
C 2.77479 3.11296 -2.07722 0.116 -0.041 0.063
C 3.44789 4.30970 -1.86421 0.057 -0.055 -0.032
C 2.85031 5.32563 -1.13217 -0.027 0.057 0.026
C 1.57610 5.14419 -0.60388 0.010 -0.003 0.015
C 0.90328 3.94947 -0.81282 -0.041 0.081 0.113
C -1.10428 1.83467 -2.16208 0.008 0.008 0.111
C -2.05674 0.82440 -2.09630 -0.033 0.076 -0.007
C -3.38289 1.06234 -2.42811 0.005 -0.010 0.011
C -3.77506 2.33972 -2.80565 -0.010 -0.018 0.003
C -2.83425 3.36122 -2.86470 0.032 0.031 -0.006
C -1.50451 3.11459 -2.55413 -0.035 0.043 -0.067
C 2.01077 -0.45163 -3.48932 -0.065 0.032 0.101
Br 2.48761 -1.48644 -1.97914 0.249 -0.242 -0.186
C 2.45209 -0.94048 -4.70078 0.079 -0.174 0.111
F 3.12273 -2.08092 -4.77683 -0.015 0.028 0.032
H 3.25773 2.32504 -2.64495 -0.020 0.052 -0.023
H 4.43971 4.45105 -2.27881 -0.087 -0.018 0.019
H 3.36966 6.26543 -0.98357 -0.031 -0.077 -0.001
H 1.10255 5.94165 -0.04349 0.017 -0.037 -0.037
H -0.10432 3.83141 -0.42536 0.075 0.022 -0.007
H -1.72817 -0.16071 -1.80721 -0.027 -0.022 0.016
H -4.11232 0.25779 -2.40725 0.060 0.050 0.002
H -4.80783 2.53647 -3.06921 0.068 -0.004 0.014
H -3.13190 4.35465 -3.17925 0.018 -0.065 0.024
H -0.78553 3.91750 -2.64821 -0.045 -0.060 -0.027
N 2.61248 -1.94900 1.22469 -0.053 0.053 -0.226
H 2.65976 -1.79254 2.22453 -0.037 0.063 0.090
H 3.53802 -1.74088 0.85830 0.054 0.009 0.032
H 2.47598 -2.94657 1.10769 -0.018 -0.122 -0.017

Record 3
13
Properties=species:S:1:pos:R:3:forces:R:3 method="wB97M-V/def2-TZVPD" charge=0 total_energy_ha=-592.379066 lumo_ev="-0.79 / -0.80" gap_ev="7.3 / 7.2" de_lowest_ev=3.7820
C 0.52559 -0.32945 1.26965 -3.399 -2.803 2.669
C 0.51545 -0.50364 -1.19976 -1.078 2.652 -1.950
C -0.25467 -0.29554 0.06656 0.392 1.999 -2.151
O -0.03557 2.16653 0.47961 -1.091 -1.904 -0.653
S -1.95906 -0.51307 0.00039 0.572 0.187 -0.119
H 0.90451 -1.37057 1.48387 -0.612 0.666 -0.104
H 1.31304 0.29508 1.31451 2.543 2.258 -0.359
H -0.22832 0.01959 2.01049 1.119 -0.479 0.385
H 1.05352 0.52228 -1.44743 -1.314 -1.922 0.393
H -0.19465 -0.81848 -2.08786 1.970 0.437 1.669
H 1.32617 -1.14865 -0.95386 0.477 -1.015 -0.296
H -1.00264 2.30715 0.40698 0.774 0.109 0.063
H -1.96335 -0.33122 -1.34315 -0.353 -0.184 0.453

Record 4
8
Properties=species:S:1:pos:R:3:forces:R:3 method="wB97M-V/def2-TZVPD" charge=0 total_energy_ha=-5478.004230 lumo_ev=-1.62 gap_ev=7.4 de_lowest_ev=2.1341
C 0.98587 0.10813 0.72541 -1.158 -0.407 0.428
Si -0.57051 -0.54130 -0.38495 -0.070 2.262 -1.019
Br 0.00573 -0.72919 -2.55398 0.040 0.338 0.864
Br -2.57312 1.98918 -0.06630 1.498 -1.817 -0.200
H 1.17468 -0.66318 1.53086 -0.224 1.046 -0.728
H 1.90247 0.25474 0.13835 -0.499 -0.509 -0.310
H 0.76474 1.13496 1.13993 -0.278 -1.340 -0.225
H -1.68986 -1.55333 -0.52932 0.691 0.428 1.191

Record 5
48
Properties=species:S:1:pos:R:3:forces:R:3 method="wB97M-V/def2-TZVPD" charge=-1 total_energy_ha=-5485.924825 lumo_ev="0.75 / 0.98" gap_ev="5.9 / 6.1" de_lowest_ev=0.0000 multiplicity=2
Tc 0.49545 1.97302 -1.20126 0.030 0.041 0.125
N -5.09407 -3.85957 5.33008 -0.017 -0.020 0.022
C -4.46265 -3.24049 4.59595 -0.055 -0.052 0.063
C -3.67498 -2.46899 3.67832 0.102 0.107 -0.118
C -3.91161 -1.10259 3.53496 -0.013 -0.034 0.017
C -3.15246 -0.36430 2.64466 0.007 0.015 0.000
C -2.15013 -0.97564 1.89845 -0.030 -0.029 0.008
C -1.91651 -2.33861 2.04791 0.011 0.002 -0.009
C -2.67420 -3.08722 2.93077 -0.032 -0.012 0.028
C -1.33378 -0.16814 0.94661 0.008 0.042 -0.053
C -0.05226 0.15482 1.37077 -0.031 -0.041 0.054
C 0.54613 -0.22538 2.60753 0.035 0.017 -0.013
C 1.81739 0.29181 2.60896 -0.023 -0.015 0.005
C 1.96126 0.98514 1.38349 -0.012 -0.016 0.028
N 0.86196 0.91139 0.65295 0.068 0.049 -0.003
C -1.95645 0.16294 -0.25995 -0.015 -0.046 0.026
C -3.23555 -0.28747 -0.68273 0.023 0.020 -0.008
C -3.43654 0.21254 -1.94907 0.005 -0.015 0.008
C -2.27975 0.95198 -2.26585 0.007 0.010 0.057
N -1.39477 0.92921 -1.27406 -0.015 0.032 -0.027
H -4.68760 -0.62954 4.12119 -0.001 0.005 -0.001
H -3.32712 0.69710 2.52466 -0.002 0.003 -0.002
H -1.13539 -2.80784 1.46401 0.002 -0.003 -0.001
H -2.49795 -4.14802 3.04680 0.003 -0.001 -0.004
H 0.07288 -0.80622 3.38237 -0.003 -0.006 0.010
H 2.56266 0.21046 3.38270 0.012 0.001 0.007
H 2.81978 1.53602 1.03013 -0.003 0.010 -0.007
H -3.90034 -0.91536 -0.11238 -0.015 -0.011 0.011
H -4.29454 0.07418 -2.58579 -0.012 -0.003 -0.007
H -2.07395 1.49534 -3.17477 0.017 0.017 -0.004
S 3.77544 1.90999 -4.52601 0.031 -0.003 -0.003
Sb 2.57920 3.52824 -3.44449 0.019 0.046 0.005
S 0.27713 2.66168 -3.29528 0.020 -0.046 -0.079
S 2.51565 3.10250 -1.07207 -0.046 0.005 -0.050
S 2.73457 5.65989 -4.11864 -0.015 -0.097 0.029
N 4.68976 -2.86241 -2.87965 0.026 -0.025 0.021
C 4.03235 -1.68290 -2.74156 -0.186 -0.084 -0.047
N 4.73100 -0.55002 -2.75309 0.153 0.043 -0.087
N 2.72479 -1.76332 -2.55865 0.233 -0.083 0.032
C 2.09139 -0.68587 -2.19116 -0.226 0.046 -0.029
N 1.44085 0.19924 -1.84262 -0.009 0.084 -0.046
H 5.56556 -2.88225 -3.36985 -0.002 0.001 -0.009
H 4.10560 -3.67834 -2.94415 0.007 0.023 0.006
H 5.71625 -0.59620 -2.95401 0.012 -0.018 0.032
H 4.28119 0.32343 -3.08364 -0.099 0.096 0.065
Se -0.85987 3.51465 0.19598 -0.075 -0.131 -0.111
C 0.24703 4.87257 0.75431 0.091 0.099 -0.001
N 0.85722 5.76856 1.14718 0.012 -0.022 0.058

Record 6
19
Properties=species:S:1:pos:R:3:forces:R:3 method="wB97M-V/def2-TZVPD" charge=-1 total_energy_ha=-494.038621 lumo_ev=3.78 gap_ev=7.5 de_lowest_ev=2.2877
C -0.47388 4.21531 0.39673 -2.022 -3.052 0.252
C -0.92679 2.61094 0.01327 0.444 3.790 -1.052
O -0.41533 2.04464 -1.02890 0.760 -0.840 -0.070
O -1.93700 2.33022 0.57657 -1.269 -1.572 1.380
H 0.25618 4.65397 -0.26181 -0.134 0.358 -0.362
H -0.08174 4.14976 1.42495 -0.231 0.225 -0.375
H -1.57504 4.56756 0.41444 2.273 0.317 -0.135
C 1.08652 -3.65435 0.84720 -0.618 1.131 1.375
C -0.40252 -1.41774 -1.62807 0.208 -0.846 3.144
C 0.65304 -1.18745 0.29966 -0.009 -0.063 0.764
C 0.60286 -2.54615 -0.05127 -0.753 1.052 -0.134
N -0.10020 -0.48145 -0.56920 -0.467 -0.695 -4.601
N -0.08426 -2.70567 -1.26692 0.854 2.052 0.792
H -0.47370 0.90486 -0.99758 0.743 0.506 1.176
H -0.93674 -1.22816 -2.58693 0.402 0.262 1.178
H 1.23475 -0.63917 1.12534 -1.199 -1.163 -1.161
H 0.26379 -4.09898 1.53939 1.167 0.490 -1.430
H 1.80678 -3.14116 1.59386 -0.642 -1.243 -1.324
H 1.50328 -4.37699 0.15927 0.493 -0.708 0.582